[1]
Below is a molecular structure, C18H28IrN8OS in a non-equilibrium geometry, with properties calculated with wB97M-V/def2-TZVPD.

CARTESIAN COORDINATES (ANGSTROEM)
N (-2.5379, 1.7800, 0.6450)
H (-2.4896, 4.2289, -0.5531)
H (-4.7680, 2.7300, -1.7614)
C (0.8453, 2.5846, 3.1160)
C (1.0357, 3.8813, 2.6306)
H (0.2917, 2.3260, -5.6272)
C (-1.0267, 1.3538, -4.2103)
O (2.4637, 3.2042, -5.3039)
C (2.5544, 2.5068, -4.3262)
N (-0.0032, -0.6423, 1.7195)
C (0.7131, -0.2388, 4.0587)
H (1.9369, 1.3129, -1.8162)
C (0.8801, 4.1190, 1.2818)
H (-2.0146, 0.3805, -2.5765)
H (1.3094, 4.6817, 3.3051)
H (-0.2487, -4.5526, 1.8343)
H (-3.1212, 2.1711, -1.9796)
H (0.9732, 2.3738, 4.1679)
N (-0.3742, -4.0870, 0.9451)
H (-4.1683, 4.6265, -0.1784)
H (-4.4050, 1.0678, -1.3825)
N (0.3369, 1.8299, 0.9066)
C (-1.1035, 0.8352, -2.9355)
N (-0.0983, -2.0106, 1.8799)
C (-3.3184, 4.0162, 0.1241)
N (-0.0575, 0.8419, -2.0920)
C (1.1194, 1.3381, -2.5290)
H (4.5462, 2.6763, -4.0434)
N (3.7041, 2.2770, -3.6540)
S (-0.4026, -2.1049, -0.7999)
C (-3.7098, 2.5492, 0.0766)
C (-0.2863, -2.7857, 0.7857)
H (-2.7406, 0.2516, -0.5686)
C (-4.9037, 2.2747, 0.9943)
H (-2.2023, 2.0457, 1.5556)
H (-3.0427, 4.3199, 1.1359)
H (-5.7627, 2.8496, 0.6455)
H (3.8104, 1.5664, -2.9542)
H (1.7427, 0.0500, 4.2809)
H (-0.4897, -4.6826, 0.1348)
Ir (-0.1600, 0.0846, -0.1670)
H (-4.6954, 2.5860, 2.0182)
H (0.0678, 0.2906, 4.7631)
C (-3.9992, 2.0846, -1.3389)
H (0.3640, 3.2144, -0.6119)
H (1.0421, 5.1014, 0.8600)
C (0.5122, 1.5785, 2.2357)
H (-1.8949, 1.3311, -4.8541)
H (-5.1822, 1.2197, 0.9827)
H (0.0504, -2.4081, 2.7987)
C (0.3787, 0.1537, 2.6646)
H (-2.3363, -0.1899, 1.0007)
C (0.1742, 1.8926, -4.6412)
N (-2.2151, 0.5073, 0.2674)
C (0.5180, 3.0641, 0.4488)
C (1.2770, 1.8721, -3.7918)
H (0.6199, -1.3009, 4.2677)

Forces on atoms 1 to 3 (eV/Å):
N 0.198 0.622 -0.687
H 0.008 0.004 0.002
H -0.030 -0.032 0.005

## Properties
Net charge   +3
HOMO level   -17.3 eV


[2]
Below is a single C4H4N2O2 molecule in a non-equilibrium geometry, with properties calculated with wB97M-V/def2-TZVPD.

CARTESIAN COORDINATES (ANGSTROEM)
N (0.0359, 1.1790, -0.0562)
C (1.5279, 1.0365, 1.5009)
N (0.6595, 1.8251, 1.0192)
O (1.4369, -0.1711, 0.8854)
C (0.4222, 0.0540, -0.0623)
H (2.2028, 1.2003, 2.3356)
H (-1.0524, 1.0880, -0.4065)
H (-2.3464, -2.0163, -1.2413)
H (0.3212, -2.1486, -0.4813)
C (-0.0315, -1.1014, -0.6349)
C (-1.4560, -1.0332, -1.1634)
O (-1.7200, 0.0877, -1.6953)

Forces on atoms 1 to 3 (eV/Å):
N -4.806 8.328 0.214
C -1.240 -0.784 -1.018
N -0.554 2.981 0.866

## Properties
HOMO level   -8.3 eV


[3]
Below is a molecular structure, C6H7N in a non-equilibrium geometry, with properties calculated with wB97M-V/def2-TZVPD.

CARTESIAN COORDINATES (ANGSTROEM)
H (-2.2210, -0.3730, -1.1456)
C (0.3030, -0.1706, 1.6734)
C (-0.4811, -1.1653, 0.1266)
H (1.9122, -1.0787, 0.2818)
H (-0.8483, 1.9228, -1.2035)
H (-0.5793, -2.2482, -0.0250)
C (0.8558, 0.8394, -0.2202)
H (0.3434, 0.6637, -1.7662)
H (0.6181, 0.5216, 2.4658)
C (-1.2152, -0.2242, -0.7657)
N (-0.8984, -0.6634, 1.4715)
H (1.6733, 1.5492, -0.3208)
C (0.9684, -0.5213, 0.3669)
C (-0.4308, 0.9480, -0.9390)

Forces on atoms 1 to 3 (eV/Å):
H 0.307 0.031 0.097
C -0.483 0.015 -0.023
C -0.063 0.003 -0.096

## Properties
HOMO level (spin up / spin down)   -7.2 / -7.0 eV


[4]
Below is 10 unconnected molecules or ions with the total composition C5H26O9 in a non-equilibrium geometry, with properties calculated with wB97M-V/def2-TZVPD.

CARTESIAN COORDINATES (ANGSTROEM)
O (1.9919, 0.5371, -2.2035)
H (1.3469, 0.0693, -2.7371)
O (0.2640, -1.9531, -2.8389)
O (4.0281, 2.9985, -0.5558)
H (-3.7493, -2.7788, -0.0752)
H (-1.5124, 0.5645, 2.5813)
C (-0.4087, 0.6485, 2.8566)
C (-0.2857, 0.7488, 4.3390)
H (-2.2973, -2.8542, -0.3671)
H (1.4714, 1.4357, 2.0854)
C (0.4572, 0.9176, 1.8843)
H (3.4186, 3.6623, -0.9095)
H (-3.6003, 0.6581, 1.3160)
H (-0.7172, -4.9207, -1.6021)
H (-0.2810, -3.7920, -0.6960)
H (3.9254, 2.3617, -1.2771)
H (-0.5211, 1.0721, -1.3809)
O (4.2951, -2.6756, -0.3835)
H (3.6608, -2.7571, -1.0972)
H (0.6645, 4.1975, -0.2137)
H (-3.2339, -0.7897, -2.1266)
O (-1.0672, -4.2762, -0.9809)
O (-2.5454, -0.5782, -2.8015)
H (-1.0310, 0.1502, 4.9422)
H (-0.5835, -1.7595, -2.4052)
O (-2.9028, -2.6114, 0.3486)
H (-2.5753, -0.6467, 1.2114)
C (-0.5350, 1.2931, -0.3176)
O (-3.0973, 0.0429, 0.7856)
H (1.8010, 0.6925, -1.2738)
H (1.1875, 0.1682, -0.0664)
H (4.0320, -1.9699, 0.2159)
H (-0.1507, -2.4456, -3.5609)
H (-0.5638, 1.8068, 4.5432)
H (-2.9129, -0.0031, -3.4752)
O (0.8548, 5.0399, 0.2137)
H (0.6405, 0.4536, 4.8144)
C (0.4149, 0.7393, 0.4480)
H (1.5905, 4.8162, 0.7911)
H (-1.4732, 1.7378, -0.0311)

Forces on atoms 1 to 3 (eV/Å):
O 1.558 0.677 -0.554
H -0.488 -0.281 0.741
O -1.041 -0.302 -0.094

## Properties
HOMO level   -9.1 eV


For reference, ΔE to the lowest compared entry with this formula, charge and spin by record: 124.3 474.3 536.4 372.6 kJ/mol.